a) 12
Properties=species:S:1:pos:R:3 method="wB97M-V/def2-TZVPD" multiplicity=1 charge=0 lumo_energy_ev=-0.2
C -2.6531 -0.5255 -0.2428
C 0.6124 -0.2480 0.7619
N -1.8583 -0.7651 0.8476
N 0.6264 0.7638 -0.2712
O -0.4707 -1.6251 -1.0412
S -0.4323 -1.7012 0.4454
I -4.5226 0.2242 0.0069
H -2.1950 -0.9673 -1.1486
H 1.6660 -0.5569 0.7342
H 0.2496 0.0154 1.7291
H 0.4895 0.2496 -1.0919
H -0.1319 1.3575 -0.0338

b) 12
Properties=species:S:1:pos:R:3 method="wB97M-V/def2-TZVPD" multiplicity=1 charge=0 lumo_energy_ev=0.4
C 0.3960 -0.9075 -0.5656
C -0.5000 -0.8231 0.6150
N 0.5233 0.4158 -1.0363
N 0.1305 0.5825 1.3227
O -0.2220 2.6460 -0.3757
S 0.6816 1.6166 0.1208
I -2.5237 -0.6936 0.0487
H 1.4649 -1.2687 -0.3563
H -0.0892 -1.5764 -1.1920
H -0.5055 -1.5736 1.3902
H 1.0692 0.5348 -1.8847
H -0.4253 1.0471 1.9131

Most favorable structure: b). The second most favorable one is 0.449 eV above it.

a) 19
Properties=species:S:1:pos:R:3 method="wB97M-V/def2-TZVPD" multiplicity=1 charge=-1 lumo_energy_ev=4.0 smiles=CC(C)CNC[O-]
C -1.8136 -1.1124 -0.7984
C -0.8944 -0.6424 0.3275
C -1.2016 0.7427 0.9558
C 0.5489 -0.6615 -0.2009
N 1.6265 -0.0425 0.6032
C 2.1986 1.2090 -0.1560
O 2.3950 1.0612 -1.4273
H -1.6329 -0.5402 -1.7159
H -2.8406 -0.8100 -0.5667
H -1.6641 -2.1662 -1.0089
H -1.0295 -1.3701 1.1405
H -0.3247 1.3517 0.7689
H -2.0837 1.1865 0.4832
H -1.4709 0.6471 2.0056
H 0.8813 -1.5907 -0.5891
H 0.5084 -0.0354 -1.1073
H 2.3473 -0.7185 0.5857
H 1.4296 1.9824 0.1529
H 3.0205 1.5092 0.5474

b) 19
Properties=species:S:1:pos:R:3 method="wB97M-V/def2-TZVPD" multiplicity=1 charge=-1 lumo_energy_ev=4.0
N 1.2200 1.5468 -2.0623
C 0.9094 2.1728 -0.6995
O -0.3721 2.0833 -0.3829
H 0.3927 1.7528 -2.6206
H 1.9830 2.0912 -2.4609
H 1.5854 1.6229 0.0093
H 1.2929 3.2296 -0.7628
C -0.9987 0.0326 1.6431
C -0.9396 -0.6686 0.2867
C 0.0761 -1.7593 0.3077
C -0.1427 -3.0731 0.2564
H -0.0489 0.5202 1.8603
H -1.7767 0.7913 1.6284
H -1.2211 -0.6929 2.4346
H -0.6620 0.1021 -0.4492
H -1.9237 -1.1027 0.0652
H 1.1075 -1.4375 0.4500
H 0.6485 -3.7687 0.5057
H -1.1297 -3.4429 -0.0092

Most favorable structure: a). The second most favorable one is 0.190 eV above it.

a) 19
Properties=species:S:1:pos:R:3 method="wB97M-V/def2-TZVPD" multiplicity=1 charge=-1 lumo_energy_ev=3.6
C -0.9013 -0.6549 2.0694
C -0.8359 -0.0558 0.7905
C 0.4638 0.4772 0.2760
C 0.4128 1.0400 -1.1512
C 1.9449 0.8722 -1.6702
O 2.7974 1.2952 -0.7351
N -2.0107 0.3650 0.1274
H -0.2035 -1.3303 2.4438
H -1.9833 -0.7508 2.3259
H -0.8726 0.5281 1.9223
H -0.7914 -2.9134 0.4095
H 0.9914 -0.5128 0.1323
H 1.0761 1.0361 0.9757
H -0.1905 0.3373 -1.7192
H -0.0303 2.0804 -1.1654
H 1.9263 1.5434 -2.5209
H 2.0683 -0.2374 -2.2095
H -1.2496 -2.6883 -0.1234
H -2.6119 -0.4313 -0.1779

b) 19
Properties=species:S:1:pos:R:3 method="wB97M-V/def2-TZVPD" multiplicity=1 charge=-1 lumo_energy_ev=3.9 smiles=CCN(C)CC[O-]
C -0.2584 2.5671 -0.2202
C -0.5463 1.2209 0.4821
N 0.1755 0.1272 -0.0908
C -0.3116 -0.3627 -1.3633
C 0.5303 -0.9052 0.8880
C 0.7748 -2.3663 0.3531
O 1.5976 -2.6048 -0.6494
H -1.1125 3.2332 -0.0856
H 0.6201 2.9990 0.2550
H -0.0167 2.4132 -1.2697
H -1.6236 1.0384 0.5885
H -0.2384 1.3547 1.5226
H -1.0225 -1.1956 -1.2337
H -0.9102 0.4221 -1.8331
H 0.4963 -0.7840 -1.9255
H -0.2906 -1.0537 1.6161
H 1.3982 -0.5599 1.4585
H 1.0156 -2.8182 1.3668
H -0.2775 -2.7256 0.1407

c) 19
Properties=species:S:1:pos:R:3 method="wB97M-V/def2-TZVPD" multiplicity=1 charge=-1 lumo_energy_ev=2.7
C 3.1414 1.4497 0.1594
N 3.8381 0.2036 -0.0406
C -0.5145 -0.2265 -0.0036
C -1.6614 -1.0080 -0.2002
C -3.0609 -0.5036 0.2139
O -3.2260 0.7469 -0.1572
C 0.8348 -0.8163 -0.0350
H 2.2250 1.5166 -0.4493
H 3.7187 2.3459 -0.1995
H 2.8125 1.6599 1.1971
H 4.4771 0.1149 0.7473
H -0.7340 0.6731 0.5658
H -1.2216 -0.2007 -1.1208
H -1.4434 -2.0717 -0.3323
H -3.8131 -1.2693 -0.1203
H -3.0291 -0.8112 1.3056
H 1.5122 -0.2222 -0.6524
H 0.8888 -1.8764 -0.2544
H 1.4093 -0.6325 0.8858

Most favorable structure: b). The second most favorable one is 4.563 eV above it.

a) 17
Properties=species:S:1:pos:R:3 method="wB97M-V/def2-TZVPD" multiplicity=1 charge=0 lumo_energy_ev="0.2 / 0.2"
C -1.4646 -0.8730 -1.7494
C 1.5346 0.5031 -0.2340
C 2.9530 0.2431 0.0886
C -1.7078 -0.8640 1.2774
N 0.6099 -0.3619 -0.0725
O -1.0846 2.1539 0.2237
P -0.9919 -0.1098 -0.2889
H -1.0149 -0.5220 -2.5700
H -2.5298 -1.0524 -1.8513
H 1.3378 1.4643 -0.7401
H 3.4190 1.1708 0.1164
H 3.0310 -0.3576 1.1118
H 3.3398 -0.2878 -0.7666
H -1.3324 -1.8814 1.1680
H -1.3261 -0.5041 2.2227
H -2.8802 -0.8335 1.2331
H -1.8929 2.1125 0.8313

b) 17
Properties=species:S:1:pos:R:3 method="wB97M-V/def2-TZVPD" multiplicity=1 charge=0 lumo_energy_ev=0.8 smiles="C[C@H](C=O)N(C)P"
C 0.9054 0.2460 -1.6136
C -0.0698 0.5516 -0.3885
C 0.1603 1.8251 0.2892
O 0.5529 2.8495 -0.1695
N -0.2784 -0.5954 0.4583
C -1.5473 -1.2745 0.3816
P 0.9738 -1.4084 1.3189
H 0.6488 -0.6870 -2.0137
H 0.7784 0.9352 -2.3442
H 1.9104 0.3332 -1.1980
H -1.0859 0.8591 -0.8039
H -0.1346 1.7118 1.3634
H -1.6367 -1.7719 -0.5895
H -1.5801 -1.8792 1.2270
H -2.3580 -0.4445 0.3841
H 0.9394 -0.8274 2.7099
H 1.8212 -0.4233 0.9886

Most favorable structure: b). The second most favorable one is 1.317 eV above it.

a) 12
Properties=species:S:1:pos:R:3 method="wB97M-V/def2-TZVPD" multiplicity=1 charge=0 lumo_energy_ev=0.1
C 0.9235 0.5031 -0.1617
C -0.2530 -0.1406 -0.0143
H 2.2354 2.0276 -0.2174
H 0.9544 2.1661 1.0665
H -1.3121 1.3700 -0.1946
H -2.8279 -0.7958 0.6843
N 1.0611 1.8376 -0.0032
N 1.9105 -0.3293 -0.1618
N -0.1608 -1.3543 0.1407
N -1.5092 0.5517 0.2898
O 1.1897 -1.5128 0.0519
O -2.7126 0.0275 -0.3196

b) 12
Properties=species:S:1:pos:R:3 method="wB97M-V/def2-TZVPD" multiplicity=1 charge=0 lumo_energy_ev=-0.3
C -1.7221 0.3374 0.0015
C 0.3057 1.1420 -0.2498
H 1.9099 -1.3480 -0.2174
H 0.6310 -1.5879 1.1539
H -1.1219 -1.5040 -0.6200
H 1.8069 0.8438 0.1752
N 1.3704 -0.6943 0.3710
N 0.3798 -0.1564 -0.5892
N -0.8180 -0.6801 -0.2700
N 1.2410 1.8960 0.1101
O -2.9465 0.3269 0.2154
O -1.0363 1.4247 -0.0806

c) 12
Properties=species:S:1:pos:R:3 method="wB97M-V/def2-TZVPD" multiplicity=1 charge=0 lumo_energy_ev=-0.2
C 1.2526 -0.1516 0.0152
C -0.7143 0.7902 -0.0487
H -2.2499 -1.0973 1.0522
H -2.4676 -1.4005 -0.6040
H 2.8923 0.7828 -0.5307
H -1.4243 2.5277 0.2068
N -1.7950 -1.3923 0.1583
N -0.7707 -0.6110 -0.1938
N 0.5332 -1.1978 -0.1790
N -1.6357 1.5825 0.0120
O 2.5482 -0.1792 0.2083
O 0.6639 1.0150 -0.0216

Most favorable structure: c). The second most favorable one is 1.614 eV above it.

a) 12
Properties=species:S:1:pos:R:3 method="wB97M-V/def2-TZVPD" multiplicity=1 charge=0 lumo_energy_ev=0.7 smiles="NNC1=NOC=NO1"
N -2.4849 0.3078 0.1362
N -1.5037 -0.6885 -0.1792
C -0.2009 -0.2606 -0.0091
N 0.1856 0.9834 -0.0125
O 1.6110 1.2218 -0.1506
C 2.3882 0.1726 0.0668
N 2.0905 -1.0447 0.1397
O 0.6731 -1.3529 0.0099
H -2.4448 0.3537 1.1845
H -2.0581 1.1659 -0.1675
H -1.6817 -1.1672 -1.0498
H 3.4257 0.3088 0.0314

b) 12
Properties=species:S:1:pos:R:3 method="wB97M-V/def2-TZVPD" multiplicity=1 charge=0 lumo_energy_ev=0.5
H 3.1422 0.3490 -0.5145
N 2.4906 -0.5219 -0.0061
C 1.2630 -0.5030 0.0319
N 0.5724 0.6692 -0.1421
C -0.7889 0.4212 -0.1478
N -1.7165 1.1678 0.1247
H -1.3588 2.1687 -0.1689
N -0.7639 -0.9470 -0.4294
O -1.8741 -1.6548 -0.0741
O 0.4087 -1.4281 0.1885
H 0.9530 1.5234 0.4352
H -2.3277 -1.2444 0.7025

Most favorable structure: a). The second most favorable one is 0.179 eV above it.